(1)
13
Properties=species:S:1:pos:R:3 method="wB97M-V/def2-TZVPD" spin_multiplicity=1 orbital_gap_ha=0.412 molar_mass_da=87.1 e_tot_ev=-8245.760 e_above_lowest_kcal_mol=8.73 charge=+1 e_lumo_ev=-3.4486
C -0.9676 -0.6123 1.2063
C -0.3734 -1.8424 1.1772
N 0.6321 -1.7316 0.2552
C 0.8008 -0.4682 -0.1329
N -0.2772 0.1851 0.3405
H -1.7262 -0.1981 1.8450
H -0.7001 -2.7761 1.5933
H 1.3197 -2.4108 -0.0149
H 1.6480 0.0111 -0.5906
H -0.1957 1.1904 0.2763
H -0.1330 2.8413 -2.7628
H 0.1109 3.2741 -1.3316
O -0.1382 2.5375 -1.8609


(2)
75
Properties=species:S:1:pos:R:3 method="wB97M-V/def2-TZVPD" spin_multiplicity=1 smiles=c1ccncc1.c1ccncc1.c1ccncc1.c1ccncc1.c1ccncc1.ClCCl.ClCCl.ClCCl.ClCCl orbital_gap_ha=0.352 molar_mass_da=735.2 e_tot_ev=-138236.332 e_above_lowest_kcal_mol=22.67 e_lumo_ev=0.5039
C 4.3821 2.0747 -3.4919
C 4.9005 0.8409 -3.1000
C 4.4303 0.3064 -1.9144
N 3.4186 0.8281 -1.2210
C 2.8741 1.9931 -1.6281
C 3.3355 2.6132 -2.7598
H 4.7700 2.4761 -4.3863
H 5.5913 0.2466 -3.6630
H 4.8931 -0.6493 -1.5300
H 2.0510 2.3041 -1.0042
H 2.7580 3.5234 -3.0959
C 0.2713 -5.7802 3.0685
C -0.3596 -5.4782 4.2846
C -1.3306 -4.5061 4.3417
N -1.7807 -3.9095 3.2592
C -1.2444 -4.2266 2.0642
C -0.1561 -5.1532 1.9278
H 1.1298 -6.3979 3.0768
H 0.0550 -5.9337 5.2117
H -1.7478 -4.1736 5.2755
H -1.7405 -3.7306 1.2365
H 0.2321 -5.3657 0.9670
C -1.2614 5.7150 2.0158
C -0.6687 4.4932 2.2431
C -0.4801 3.5950 1.1759
N -0.8076 3.8848 -0.0840
C -1.4290 5.0560 -0.3388
C -1.6611 5.9958 0.6824
H -1.4239 6.3750 2.8982
H -0.3614 4.1337 3.2309
H -0.1436 2.5654 1.2959
H -1.6207 5.2005 -1.4058
H -2.3000 6.8505 0.5138
C -4.2420 0.5489 1.2964
C -3.5618 -0.5225 1.8797
C -4.2416 -1.3226 2.8128
N -5.5030 -1.0481 3.1834
C -6.0945 0.0640 2.7169
C -5.5333 0.8461 1.7345
H -3.6113 1.0179 0.5919
H -2.5955 -0.8090 1.5269
H -3.8122 -2.1416 3.3236
H -7.0455 0.3255 3.1636
H -6.1639 1.6292 1.3315
C 1.5312 -3.9929 -5.1353
C 0.4942 -3.0588 -5.0580
C 0.6153 -1.8917 -4.3443
N 1.7745 -1.5769 -3.7055
C 2.8172 -2.4156 -3.8048
C 2.7217 -3.6673 -4.4713
H 1.4245 -4.9348 -5.6919
H -0.3933 -3.2262 -5.6652
H -0.1311 -1.1694 -4.1778
H 3.7192 -2.0876 -3.3559
H 3.6079 -4.2989 -4.5429
Cl 1.3238 -1.0040 2.6791
C 0.6162 -0.1787 4.1097
Cl -0.7766 0.7636 3.6580
H 0.3141 -0.9500 4.8337
H 1.2128 0.5165 4.6287
Cl 3.3530 2.1912 3.3886
C 3.8849 1.6725 1.7581
Cl 5.2127 0.4142 1.8703
H 3.0170 1.3456 1.1366
H 4.3406 2.5638 1.3196
Cl -1.3498 -2.2035 -1.2881
C -0.1030 -1.1060 -0.7767
Cl -0.7457 0.5084 -0.2685
H 0.3095 -1.5027 0.1634
H 0.6350 -0.8773 -1.5874
Cl -3.7509 4.0047 -3.3540
C -2.2356 3.0896 -3.5536
Cl -1.6291 3.2914 -5.2131
H -1.4603 3.3793 -2.8617
H -2.5210 2.0468 -3.3970


(3)
62
Properties=species:S:1:pos:R:3 method="wB97M-V/def2-TZVPD" spin_multiplicity=8 orbital_gap_ha="0.198 / 0.233" molar_mass_da=837.9 e_tot_ev=-104225.754 e_above_lowest_kcal_mol=17.04 charge=-1 e_lumo_ev="2.2047 / 2.2020"
Eu -0.2100 -0.7038 -1.1353
O 0.2965 -1.6055 -3.2844
C 1.2955 -1.1724 -4.2745
C 2.1786 -0.0616 -3.7059
C 3.2565 0.4879 -4.4757
C 3.9241 1.5968 -4.0779
C 3.7803 1.9394 -2.7218
C 2.8057 1.3461 -1.9723
N 2.0405 0.3643 -2.4809
H -0.5153 -1.7699 -3.7513
H 0.7769 -0.6847 -5.1604
H 1.8945 -2.0184 -4.6168
H 3.4713 0.0258 -5.4123
H 4.4712 2.2081 -4.7744
H 4.2291 2.7997 -2.3214
H 2.5009 1.6402 -0.9704
C -0.5963 6.5184 3.0788
O -0.0292 5.5183 2.2392
C -0.4182 4.2047 2.2903
C -1.4645 3.6274 3.0729
C -1.7059 2.2597 3.0952
C -1.1201 1.4753 2.0680
C -1.5353 0.0827 1.9275
C -2.9470 -0.2883 2.4623
O -1.0271 -0.8459 1.1992
C -0.0881 2.0520 1.1538
O 0.4654 1.3613 0.2306
C 0.3085 3.3339 1.4960
H -1.5801 6.6548 2.7369
H 0.0497 7.3729 2.9464
H -0.5690 6.2884 4.1296
H -2.0596 4.2985 3.6911
H -2.3512 1.8754 3.8194
H -3.7370 0.3911 2.0629
H -2.9381 -0.2993 3.5582
H -3.1585 -1.3309 2.1712
H 1.1776 3.7638 0.9682
Cl 2.1017 -6.2511 3.4891
C 2.0307 -4.8944 2.3689
C 2.8672 -3.7813 2.6672
C 2.7933 -2.7098 1.8864
I 4.2165 -1.2491 2.0695
C 1.8757 -2.5388 0.8048
O 1.8678 -1.4650 0.0767
C 1.1548 -3.7565 0.4161
N 0.1765 -3.6128 -0.5037
C -0.5912 -4.6323 -0.8018
C -0.5364 -5.8822 -0.1485
C 0.3956 -6.1160 0.8655
C 1.2645 -4.9821 1.2037
H 3.5106 -3.8359 3.5707
H -1.3803 -4.4416 -1.5254
H -1.1363 -6.7557 -0.4939
H 0.5831 -7.0225 1.3940
C -4.7619 2.2345 -1.5085
O -4.5334 0.7842 -1.5554
C -3.2286 0.3198 -1.6437
S -2.0942 1.4251 -2.0042
S -3.0325 -1.3079 -1.4804
H -5.7031 2.5146 -0.9906
H -4.7535 2.5997 -2.5244
H -3.9589 2.6512 -0.8936


(4)
27
Properties=species:S:1:pos:R:3 method="wB97M-V/def2-TZVPD" spin_multiplicity=1 orbital_gap_ha=0.352 molar_mass_da=204.3 e_tot_ev=-26875.358 e_above_lowest_kcal_mol=22.98 charge=+1 e_lumo_ev=-3.3356
C -2.4685 -0.2224 -0.9240
C 1.3038 -0.6550 -1.0817
C -2.2117 -0.2297 0.4726
C -0.3609 1.1486 -0.1911
C -0.9571 0.9079 2.2185
C 0.7499 0.4495 -3.2170
C 1.4966 -1.7560 1.3275
N -1.1279 0.6399 0.7977
N -2.9083 -0.3459 -1.9912
N 0.9825 -0.6573 -2.3737
O -3.0629 -0.5040 -3.1523
O 1.0315 0.3253 -0.2882
S 1.8504 -2.1135 -0.4119
H -3.0668 0.2034 1.0600
H -2.1243 -1.3425 0.8335
H -0.6680 1.2070 -1.2561
H 0.0468 2.2467 -0.0540
H -0.2765 1.7115 2.3190
H -1.9762 1.0970 2.5887
H -0.5392 0.0288 2.7712
H -0.3923 0.6561 -3.3500
H 1.0195 1.4357 -2.8053
H 1.3610 0.3276 -4.1700
H 2.1353 -0.9539 1.8335
H 1.8444 -2.5474 1.9672
H 0.3976 -1.6626 1.3013
H 1.3276 -1.4673 -2.8902


(5)
62
Properties=species:S:1:pos:R:3 method="wB97M-V/def2-TZVPD" spin_multiplicity=1 orbital_gap_ha=0.305 molar_mass_da=689.9 e_tot_ev=-224712.407 e_above_lowest_kcal_mol=11.75 charge=+2 e_lumo_ev=-5.6689
Y -0.6604 0.1888 -0.2031
O -4.5370 2.6764 4.4417
C -3.6649 2.1408 3.6070
C -2.3508 1.8004 3.9500
C -1.5381 1.2534 2.9895
N -1.9411 1.0208 1.7232
C -3.1997 1.3573 1.4329
Br -3.6769 1.0349 -0.3863
C -4.1037 1.9078 2.2952
H -4.1717 2.8222 5.3253
H -1.9712 1.9666 4.9491
H -0.5143 0.9902 3.2221
H -5.1088 2.1671 1.9964
C 5.3565 2.2808 1.2549
Ge 4.0771 3.3357 0.2263
C 3.3296 4.7711 1.3142
C 4.8134 3.9487 -1.4671
C 2.5015 2.2061 -0.2947
Se 1.7986 1.0661 1.1351
C 3.0693 -0.4082 1.0297
H 6.1495 2.9429 1.6039
H 5.8186 1.5017 0.6486
H 4.9052 1.8322 2.1416
H 4.1264 5.3715 1.7523
H 2.7295 4.3722 2.1342
H 2.7033 5.4299 0.7123
H 5.6627 4.6082 -1.2880
H 4.0733 4.5038 -2.0433
H 5.1594 3.1092 -2.0702
H 2.6900 1.5614 -1.1539
H 1.6813 2.8773 -0.5575
H 4.0250 -0.0511 1.4010
H 3.1619 -0.7431 0.0010
H 2.6957 -1.2104 1.6607
N 2.6285 1.2097 -5.1632
C 1.5739 1.4146 -4.7475
N 0.3500 1.6457 -4.2813
C -0.0400 1.4465 -3.1308
N -0.4894 1.2846 -2.0346
C -3.3437 -4.3421 -2.3421
N -3.5698 -3.1757 -1.4365
C -5.0250 -2.9089 -1.2655
C -2.8691 -3.3254 -0.0979
C -1.3821 -3.3467 -0.2963
C -0.7130 -4.5640 -0.2752
C 0.6424 -4.6340 -0.5805
C 1.3224 -3.4829 -0.9346
C 0.6338 -2.2709 -0.9314
C -0.7168 -2.1419 -0.5893
H -3.8639 -4.1600 -3.2786
H -3.7455 -5.2309 -1.8603
H -2.2789 -4.4579 -2.5159
H -3.1328 -2.3615 -1.8761
H -5.4819 -3.7801 -0.8017
H -5.4741 -2.7334 -2.2394
H -5.1558 -2.0389 -0.6269
H -3.2656 -4.2344 0.3543
H -3.1895 -2.4663 0.4922
H -1.2455 -5.4740 -0.0202
H 1.1533 -5.5870 -0.5569
H 2.3668 -3.5248 -1.2137
H 1.2221 -1.3922 -1.2340


(6)
44
Properties=species:S:1:pos:R:3 method="wB97M-V/def2-TZVPD" spin_multiplicity=1 orbital_gap_ha=0.329 molar_mass_da=333.3 e_tot_ev=-38279.882 charge=+1 e_lumo_ev=-3.0551
C 1.6400 2.1896 -4.5885
P 0.2311 1.2810 -3.8160
C -0.0811 -0.0988 -4.9987
N 0.9368 0.3980 -2.4857
C 1.9923 -0.4027 -2.4985
N 2.4866 -1.1061 -1.4671
C 3.5231 -1.7728 -1.9463
N 3.7009 -1.5245 -3.2296
O 4.6861 -2.0252 -4.0240
N 2.7328 -0.6435 -3.6139
H 2.6459 1.9144 -4.2692
H 1.4887 3.2416 -4.3592
H 1.5566 2.0796 -5.6710
H -0.0007 -1.0672 -4.5041
H 0.5549 -0.0923 -5.8849
H -1.1170 0.0057 -5.3156
H 0.4270 0.4243 -1.6013
H 4.1673 -2.4476 -1.4060
H 4.5069 -1.7619 -4.9389
H 2.6455 -0.2711 -4.5468
O -2.3748 0.3723 -2.0158
C -2.2003 -0.0704 -0.9185
O -0.9765 0.0226 -0.3163
C -0.9940 -0.6580 0.9636
C -2.4620 -0.7046 1.3625
C -3.1591 -0.7839 0.0032
H -0.5676 -1.6526 0.8225
H -0.3671 -0.0992 1.6533
H -2.6848 -1.5258 2.0354
H -2.7415 0.2203 1.8669
H -3.2637 -1.8112 -0.3517
H -4.1319 -0.3018 -0.0248
O -2.2249 -1.1767 4.4505
C -1.7610 -0.2482 5.0485
O -2.4661 0.8804 5.2757
C -1.6489 1.8633 5.9400
C -0.5329 1.0668 6.6074
C -0.3724 -0.1087 5.6449
H -1.2699 2.5565 5.1861
H -2.2773 2.4097 6.6375
H 0.3715 1.6512 6.7587
H -0.8687 0.7035 7.5788
H 0.3251 0.1118 4.8340
H -0.0749 -1.0375 6.1230


(7)
117
Properties=species:S:1:pos:R:3 method="wB97M-V/def2-TZVPD" spin_multiplicity=1 orbital_gap_ha=0.089 molar_mass_da=1208.6 e_tot_ev=-100402.368 charge=+2 e_lumo_ev=-10.4843
Cd -0.0235 0.1022 -3.2974
Tl -1.8313 -4.6370 0.2624
N -1.2029 -3.2071 -3.8040
O -1.3167 -3.8889 -4.8633
O -0.7006 -2.0618 -3.8254
O -1.6368 -3.6450 -2.7389
N -0.5994 -0.7423 -0.1292
O -0.2417 -1.8969 0.0928
O -0.4601 -0.4053 -1.3119
O -1.1225 -0.0108 0.6972
C -2.3866 2.2112 -3.3200
O -1.6950 1.1576 -3.8186
H -2.2023 2.6075 -2.3215
H -2.0587 3.1583 -3.7484
H -3.4749 2.1580 -3.2896
C 1.0277 -0.7263 -6.1934
O 0.8482 0.0028 -5.2053
N 1.5469 -0.3574 -7.3477
N 0.7633 -2.0208 -6.2645
H 1.7626 -0.9342 -8.1482
H 1.7409 0.6335 -7.3708
H 0.7702 -2.4726 -7.1678
H 0.4709 -2.5323 -5.4441
C 1.8378 2.8685 -3.3232
O 1.3189 1.8542 -2.8663
N 1.8918 4.0063 -2.7016
N 2.1908 2.8923 -4.5492
H 1.5871 4.1036 -1.7436
H 2.6728 4.5107 -3.0962
H 2.5871 3.7349 -4.9404
H 2.1627 2.0692 -5.1337
C 1.1171 -3.8567 2.9716
O 0.1726 -3.9378 2.2556
N 1.9444 -2.8455 2.9161
N 1.5024 -4.7378 3.7683
H 1.6828 -2.1840 2.1990
H 2.7914 -2.8225 3.4658
H 2.2197 -4.6324 4.4715
H 0.8303 -5.4849 3.8697
C -4.2743 -1.5388 -0.6630
O -3.3357 -2.2499 -0.5789
N -5.3817 -1.6323 0.0017
N -4.3132 -0.6088 -1.5936
H -6.1309 -0.9991 -0.2393
H -5.5061 -2.3318 0.7195
H -3.5665 -0.4916 -2.2635
H -5.1688 -0.0722 -1.6076
C 2.9573 -1.1601 -2.6074
O 1.7819 -0.9471 -2.7705
N 3.4314 -1.7462 -1.5574
N 3.8605 -0.8195 -3.5324
H 4.3517 -2.1321 -1.7128
H 2.8627 -2.2104 -0.8637
H 3.5445 -0.4006 -4.3954
H 4.7363 -1.3191 -3.4742
C -1.7249 3.2138 5.2580
O -0.6175 3.7282 5.3299
N -2.1353 2.7480 4.1541
N -2.5912 3.0440 6.2214
H -1.4881 2.7212 3.3791
H -3.1288 2.5673 4.1304
H -2.2368 3.1496 7.1613
H -3.1711 2.2481 5.9970
C -3.3626 -1.9154 3.1734
O -2.7717 -2.5086 2.3033
N -4.1044 -2.4705 4.0562
N -3.4807 -0.6836 3.4636
H -4.7320 -1.8922 4.5964
H -4.1448 -3.4764 4.1376
H -3.7513 -0.3189 4.3657
H -2.9085 -0.0645 2.9074
C 0.7700 3.9625 0.7666
O 1.3694 4.6261 -0.1036
N 0.2575 2.7798 0.5539
N 0.7921 4.3118 2.0221
H -0.1255 2.2944 1.3525
H 0.1106 2.5739 -0.4240
H 0.4142 3.7777 2.7916
H 1.1510 5.2340 2.2241
C 0.9799 0.5453 3.9260
O 1.0490 1.6378 3.4251
N 1.6000 0.1583 4.9737
N 0.2353 -0.3824 3.5341
H 1.2297 -0.7240 5.2968
H 2.0871 0.8288 5.5509
H 0.1891 -1.3325 3.8737
H -0.4395 -0.0609 2.8548
C 1.7945 -5.3032 -1.1162
O 0.8886 -4.5033 -0.9433
N 2.3277 -5.9377 -0.1630
N 2.1226 -5.8241 -2.2539
H 2.8242 -6.8083 -0.2876
H 2.0220 -5.7719 0.7852
H 1.9838 -6.8235 -2.2093
H 1.7911 -5.3063 -3.0552
C 4.8520 2.6520 0.0131
C 3.7231 1.5684 -0.2961
C 3.2054 0.8217 0.9259
C 4.0612 -0.3552 1.1850
N 4.8059 -1.2628 1.3068
H 5.7851 2.1235 -0.1821
H 4.8457 3.0127 1.0417
H 4.7790 3.4319 -0.7448
H 4.1737 0.9138 -1.0421
H 2.9286 2.2118 -0.6741
H 2.1714 0.5057 0.7879
H 3.2921 1.5671 1.7164
N -3.1638 2.5687 0.0979
C -2.9177 3.8658 0.3923
C -3.6681 4.1858 1.5132
C -4.3449 3.1007 1.9529
C -4.0264 2.0681 1.0425
H -2.7227 2.0260 -0.6307
H -2.0486 4.3325 -0.0473
H -3.7608 5.1264 2.0358
H -5.0871 3.0990 2.7374
H -4.2943 1.0231 0.9912


(8)
77
Properties=species:S:1:pos:R:3 method="wB97M-V/def2-TZVPD" spin_multiplicity=1 orbital_gap_ha=0.311 molar_mass_da=517.5 e_tot_ev=-43398.328 e_above_lowest_kcal_mol=0.00 charge=+2 e_lumo_ev=-5.2602
Y 1.0470 -0.6305 -0.9910
N 2.7342 -0.8958 0.8282
C 3.1495 -2.3176 0.9282
C 1.9128 -3.1921 0.9966
N 1.0388 -3.0244 -0.1875
C 1.1988 -4.0317 -1.2612
C 1.9300 -3.4564 -2.4603
N 1.1914 -2.2645 -2.9427
H 3.5456 -0.2843 0.8557
H 2.1786 -0.6497 1.6475
H 3.7770 -2.4977 1.8023
H 3.7465 -2.5626 0.0461
H 1.3319 -2.9074 1.8774
H 2.1997 -4.2373 1.1291
H 0.0796 -3.0500 0.1430
H 0.2044 -4.3516 -1.5802
H 1.7098 -4.9235 -0.8940
H 2.0393 -4.2172 -3.2346
H 2.9370 -3.1357 -2.1805
H 0.2952 -2.5539 -3.3297
H 1.6916 -1.8332 -3.7157
O 0.2880 0.8585 -2.7128
C 1.0657 1.8819 -3.3507
C 2.5245 1.5504 -3.1898
C 3.4752 2.1977 -3.9648
C 4.8111 1.8930 -3.7798
C 5.1600 0.9382 -2.8325
C 4.1521 0.3406 -2.1088
N 2.8505 0.6367 -2.2690
H -0.6393 1.1349 -2.6687
H 0.8537 2.8479 -2.8854
H 0.8050 1.9416 -4.4078
H 3.1683 2.9273 -4.7026
H 5.5719 2.3858 -4.3702
H 6.1910 0.6633 -2.6625
H 4.3866 -0.4158 -1.3677
C -1.6793 2.9710 2.6128
C -0.9521 2.2406 1.4738
C -1.0227 3.1224 0.2170
C 0.5434 2.1501 1.8204
P -1.6084 0.5176 1.0812
N -0.5260 -0.2296 0.1965
C -1.8937 -0.4321 2.6787
C -1.9707 -1.9352 2.3580
C -3.1411 -0.0249 3.4760
C -0.6715 -0.2675 3.5964
C -3.2106 0.6589 0.1094
C -2.8778 0.9481 -1.3646
C -4.1855 1.7301 0.6189
C -3.9356 -0.6968 0.0933
H -1.2779 3.9842 2.6870
H -1.5257 2.4956 3.5785
H -2.7502 3.0580 2.4425
H -0.4822 4.0491 0.4205
H -2.0370 3.3981 -0.0593
H -0.5412 2.6369 -0.6364
H 0.9108 3.1636 1.9941
H 1.1171 1.7338 0.9867
H 0.7576 1.5692 2.7131
H -2.9043 -2.2302 1.8907
H -1.8851 -2.4909 3.2938
H -1.1482 -2.2339 1.7057
H -4.0672 -0.2428 2.9518
H -3.1409 1.0278 3.7515
H -3.1561 -0.6036 4.4025
H 0.2585 -0.5281 3.0840
H -0.7851 -0.9527 4.4382
H -0.5766 0.7327 4.0097
H -2.3853 1.9059 -1.5211
H -3.8136 0.9692 -1.9262
H -2.2665 0.1386 -1.7735
H -3.8036 2.7416 0.4967
H -4.4556 1.5915 1.6629
H -5.1057 1.6618 0.0343
H -3.2736 -1.5091 -0.2114
H -4.7465 -0.6364 -0.6355
H -4.3873 -0.9474 1.0481


(9)
22
Properties=species:S:1:pos:R:3 method="wB97M-V/def2-TZVPD" spin_multiplicity=2 orbital_gap_ha="0.114 / 0.378" molar_mass_da=107.2 e_tot_ev=-9413.642 e_above_lowest_kcal_mol=81.74 e_lumo_ev="0.8178 / 0.7033"
N -1.2458 0.1745 -0.4973
C -0.9596 -0.9978 0.2503
C 0.5898 -1.3229 0.4277
N 1.2579 -0.2276 -0.2259
C 1.6318 -0.5429 -1.6584
C 2.4387 0.3127 0.5142
H -1.8565 0.8954 -0.3162
H -1.3115 -0.0401 -1.5018
H 0.5057 0.5926 -0.2766
H -1.3774 -1.7321 -0.3684
H -1.4752 -1.0787 1.2398
H 0.8993 -2.2682 -0.1010
H 0.8299 -1.4551 1.5437
H 2.0240 0.2459 -2.2689
H 0.8415 -0.7494 -2.3038
H 2.4666 -1.2874 -1.6253
H 3.0585 -0.5111 0.8901
H 2.2946 0.9396 1.4183
H 3.1359 0.8947 -0.1106
H -3.3841 3.0176 1.0804
H -3.9560 1.5256 0.9717
O -3.1231 2.0859 1.1984